No. 1
{
  "formula": "C24H8Cl9IrN2O3",
  "method": "ωB97M-V/def2-TZVPD",
  "elements": ["Ir", "Cl", "C", "C", "Cl", "C", "Cl", "C", "O", "C", "O", "C", "Cl", "C", "C", "N", "C", "C", "C", "C", "C", "C", "C", "C", "C", "N", "C", "H", "H", "H", "H", "H", "H", "H", "H", "Cl", "C", "C", "Cl", "C", "Cl", "C", "O", "C", "Cl", "C", "Cl"],
  "positions_angstrom": [[0.27374, 0.00071, 0.76132], [-3.36237, -1.55452, 6.51694], [-2.58336, -0.70396, 5.23878], [-2.58357, 0.70379, 5.23887], [-3.36277, 1.55396, 6.51715], [-1.96283, 1.40002, 4.21802], [-1.93972, 3.12319, 4.17795], [-1.32656, 0.71884, 3.16113], [-0.73714, 1.33091, 2.18729], [-1.32628, -0.71839, 3.16109], [-0.73660, -1.33016, 2.18726], [-1.96239, -1.39988, 4.21789], [-1.93876, -3.12304, 4.17763], [-1.28494, 3.44239, -1.80106], [-0.79976, 2.66432, -0.74155], [-0.74939, 1.35066, -0.80219], [-1.20052, 0.72163, -1.90523], [-1.70065, 1.41302, -3.01256], [-1.72597, 2.81642, -2.93822], [-2.17517, 0.67424, -4.15037], [-2.17483, -0.67427, -4.15034], [-1.69994, -1.41276, -3.01251], [-1.72454, -2.81617, -2.93809], [-1.28317, -3.44185, -1.80091], [-0.79836, -2.66348, -0.74145], [-0.74867, -1.34981, -0.80218], [-1.20015, -0.72106, -1.90520], [-1.30449, 4.51871, -1.70662], [-0.45350, 3.11153, 0.18245], [-2.10360, 3.38879, -3.77676], [-2.54368, 1.22628, -5.00589], [-2.54308, -1.22654, -5.00583], [-2.10191, -3.38878, -3.77659], [-1.30217, -4.51819, -1.70640], [-0.45182, -3.11046, 0.18256], [7.65516, -0.00194, 0.56518], [5.97706, -0.00115, 0.23319], [5.04991, -0.00061, 1.28326], [5.60291, -0.00069, 2.90892], [3.69447, 0.00005, 1.01555], [2.56749, 0.00084, 2.32178], [3.18825, 0.00012, -0.32199], [1.95884, 0.00062, -0.62865], [4.16892, -0.00041, -1.36648], [3.58333, -0.00018, -2.97640], [5.51868, -0.00103, -1.09604], [6.65394, -0.00164, -2.38471]],
  "molar_mass_g_mol": 883.63,
  "e_homo_ev": [-7.45, -7.31],
  "spin_multiplicity": 5,
  "e_above_lowest_kcal_mol": 17.5
}

---

No. 2
{
  "formula": "C25H14Br4MnO3S3",
  "method": "ωB97M-V/def2-TZVPD",
  "elements": ["Mn", "Br", "C", "C", "Br", "C", "Br", "C", "O", "C", "O", "C", "Br", "C", "C", "C", "C", "C", "C", "H", "H", "H", "H", "H", "O", "C", "C", "C", "C", "C", "S", "C", "C", "C", "C", "S", "C", "C", "C", "C", "S", "H", "H", "H", "H", "H", "H", "H", "H", "H"],
  "positions_angstrom": [[0.21911, 0.03795, -0.26553], [-2.50694, -4.87856, 3.80296], [-1.49011, -3.40303, 3.17130], [-0.79417, -2.59974, 4.05199], [-0.83545, -2.94014, 5.92042], [-0.04750, -1.51485, 3.55548], [0.90807, -0.34237, 4.70310], [0.01423, -1.21463, 2.19782], [0.67230, -0.22053, 1.69787], [-0.72072, -2.05304, 1.26962], [-0.67301, -1.74166, 0.01534], [-1.44482, -3.12355, 1.79147], [-2.39653, -4.17451, 0.52723], [3.58247, -1.10609, -3.61078], [2.73067, -2.07793, -3.10008], [1.77296, -1.73965, -2.14690], [1.61410, -0.43264, -1.65453], [2.48988, 0.52122, -2.20343], [3.45467, 0.20167, -3.15326], [4.33367, -1.36240, -4.35177], [2.81417, -3.10504, -3.44618], [1.12075, -2.51905, -1.76218], [2.40301, 1.55077, -1.86729], [4.11176, 0.97565, -3.54208], [0.19807, 1.95734, -0.70232], [-0.08166, 2.91059, 0.24524], [1.21982, 3.38285, 0.90576], [2.03642, 2.63170, 1.69882], [3.23829, 3.30712, 2.04344], [3.31792, 4.55651, 1.50452], [1.92821, 4.91613, 0.57078], [-0.76380, 4.09735, -0.44351], [-0.71977, 4.36768, -1.77583], [-1.41508, 5.55970, -2.12479], [-1.97946, 6.16985, -1.04597], [-1.67684, 5.29246, 0.39590], [-1.01577, 2.37286, 1.32842], [-1.01174, 2.52934, 2.67863], [-2.01611, 1.75592, 3.33114], [-2.76188, 1.03228, 2.45606], [-2.25685, 1.28287, 0.83647], [1.77921, 1.62183, 1.99897], [4.01261, 2.87278, 2.66164], [4.11527, 5.27627, 1.60378], [-0.20619, 3.70354, -2.45551], [-1.49770, 5.94004, -3.13435], [-2.56912, 7.07299, -1.02586], [-0.27342, 3.12478, 3.19582], [-2.13450, 1.70226, 4.40465], [-3.54660, 0.32622, 2.67722]],
  "molar_mass_g_mol": 833.14,
  "e_homo_ev": [-1.25, -1.01],
  "spin_multiplicity": 2,
  "charge": -2,
  "e_above_lowest_kcal_mol": 1.4
}

---

Which DFT total energy belongs to each record? In order, -5500.62533; -13828.43102 a.u..